[1]
DFT (ωB97M-V with the def2-TZVPD basis set) results for C31H39IrN5O as an isolated structure.

```
77
Properties=species:S:1:pos:R:3:mulliken_charge:R:1
Ir -0.938 -1.776 -0.507 1.20
C 5.553 0.153 1.134 -1.49
C 5.333 -0.785 -0.064 1.86
C 6.163 -2.053 0.133 -2.15
C 5.780 -0.090 -1.359 -1.57
C 3.848 -1.091 -0.157 0.22
C 3.317 -2.369 0.001 -0.71
C 1.955 -2.576 -0.084 -0.65
N 1.100 -1.580 -0.320 -0.23
C 1.578 -0.319 -0.454 0.28
C 2.930 -0.061 -0.391 -0.57
C 0.530 0.719 -0.652 0.17
C 0.789 2.076 -0.638 -0.58
C -0.240 3.007 -0.793 0.53
C -1.528 2.485 -0.957 -1.25
C -1.736 1.129 -0.944 -0.93
N -0.733 0.248 -0.811 -0.27
C -0.014 4.505 -0.744 1.96
C -0.620 5.143 -2.005 -1.62
C 1.471 4.859 -0.666 -2.13
C -0.729 5.044 0.507 -1.55
H 6.617 0.369 1.231 0.45
H 5.217 -0.306 2.064 0.38
H 5.034 1.104 1.010 0.34
H 7.217 -1.785 0.182 0.43
H 6.042 -2.753 -0.696 0.45
H 5.915 -2.563 1.066 0.43
H 6.852 0.100 -1.312 0.46
H 5.286 0.871 -1.505 0.34
H 5.587 -0.713 -2.233 0.38
H 3.953 -3.222 0.186 0.56
H 1.521 -3.558 0.043 0.67
H 3.285 0.949 -0.528 0.51
H 1.802 2.413 -0.494 0.58
H -2.384 3.134 -1.076 0.52
H -2.737 0.722 -1.015 1.05
H -0.195 4.713 -2.913 0.39
H -0.403 6.210 -2.005 0.47
H -1.703 5.031 -2.042 0.35
H 2.026 4.478 -1.525 0.47
H 1.933 4.490 0.251 0.44
H 1.579 5.943 -0.665 0.42
H -1.798 4.831 0.486 0.36
H -0.609 6.126 0.551 0.47
H -0.305 4.621 1.419 0.36
C -3.470 -4.221 0.310 -1.36
C -3.758 -3.061 -0.571 0.62
N -2.944 -2.096 -0.998 0.19
C -3.664 -1.325 -1.897 -0.57
C -4.921 -1.812 -1.992 -0.69
N -4.959 -2.893 -1.146 0.00
H -2.510 -4.122 0.804 0.12
H -3.442 -5.133 -0.288 0.39
H -4.255 -4.336 1.057 0.49
H -3.211 -0.536 -2.474 0.69
H -5.763 -1.504 -2.584 0.43
H -5.754 -3.495 -0.998 0.21
C -0.816 -1.492 1.577 -1.42
C -1.961 -0.688 2.066 0.14
C -1.843 0.705 2.130 -0.04
C -2.907 1.489 2.530 -1.04
C -4.111 0.883 2.886 0.48
C -4.221 -0.508 2.903 -0.95
C -3.149 -1.281 2.502 -0.28
C -5.242 1.692 3.235 -0.19
N -6.163 2.330 3.486 -0.40
H -0.790 -2.515 1.952 0.77
H 0.126 -0.985 1.763 0.70
H -0.902 1.175 1.871 0.55
H -2.815 2.565 2.580 0.61
H -5.137 -0.965 3.251 0.55
H -3.217 -2.356 2.561 0.59
C -0.334 -4.722 -1.480 -0.94
O -0.750 -3.669 -0.645 -0.44
H -1.193 -5.182 -1.974 0.32
H 0.189 -5.469 -0.879 0.33
H 0.349 -4.342 -2.246 0.33
```

The charge is +2. The value obtained for the LUMO energy (alpha / beta) is -6.989 / -8.004 eV. The gap between HOMO and LUMO (alpha / beta) comes out at 0.274 / 0.236 Ha. The energy above the lowest of the compared OMol25 structures with the same formula, charge and spin is 7.6 kJ/mol. The spin multiplicity is 2.

[2]
DFT (ωB97M-V with the def2-TZVPD basis set) results for C12H15BF4N6PSn as an isolated structure at a distorted geometry.

```
40
Properties=species:S:1:pos:R:3:mulliken_charge:R:1
Sn 0.009 -0.039 2.890 1.34
C 2.875 0.103 -2.997 -0.66
N 2.877 0.126 -1.520 0.17
C 3.940 0.110 -0.745 0.19
C 3.444 0.114 0.622 -0.57
N 2.116 0.140 0.606 0.07
C 1.749 0.146 -0.674 -0.16
P 0.013 0.004 -1.354 -0.17
C -0.704 -1.237 -0.251 0.05
N -0.757 -1.326 1.086 -0.20
C -1.429 -2.473 1.386 -0.50
C -1.789 -3.092 0.220 -0.30
N -1.334 -2.315 -0.794 0.19
C -1.523 -2.637 -2.217 -0.72
C -0.724 1.569 -0.653 -0.16
N -0.899 1.871 0.631 0.08
C -1.583 3.009 0.667 -0.57
C -1.850 3.450 -0.693 0.19
N -1.315 2.545 -1.483 0.18
C -1.349 2.546 -2.960 -0.66
H 3.907 0.087 -3.335 0.33
H 2.361 -0.793 -3.338 0.33
H 2.383 0.999 -3.367 0.30
H 4.957 0.090 -1.115 0.48
H 4.048 0.093 1.520 0.46
H -1.619 -2.796 2.399 0.55
H -2.326 -4.010 0.045 0.45
H -2.066 -3.575 -2.276 0.32
H -2.109 -1.860 -2.703 0.32
H -0.559 -2.759 -2.705 0.32
H -1.892 3.513 1.573 0.46
H -2.378 4.325 -1.048 0.48
H -1.879 3.438 -3.283 0.33
H -0.331 2.569 -3.341 0.30
H -1.875 1.659 -3.304 0.33
F -1.187 -1.701 7.328 -0.20
B -0.448 -0.664 7.025 0.66
F -1.001 0.519 6.821 -0.22
F 0.858 -0.785 6.880 -0.22
F -0.612 -0.961 4.457 -0.55
```

The charge is +3. The value obtained for the LUMO energy (alpha / beta) is -13.522 / -13.538 eV. The gap between HOMO and LUMO (alpha / beta) comes out at 0.201 / 0.201 Ha. The energy above the lowest of the compared OMol25 structures with the same formula, charge and spin is 35.2 kJ/mol. The spin multiplicity is 1.

[3]
DFT (ωB97M-V with the def2-TZVPD basis set) results for C27H36CaF6NO25S2 as an isolated structure at a distorted geometry.

```
98
Properties=species:S:1:pos:R:3:mulliken_charge:R:1
Ca -0.203 0.797 -0.581 3.76
C 1.419 3.678 -3.568 0.50
F 1.733 2.434 -3.975 -0.14
F 2.555 4.206 -3.043 -0.20
F 0.953 4.336 -4.687 -0.21
S 0.069 3.765 -2.109 0.61
O 0.861 3.860 -0.874 -0.55
O -0.782 4.926 -2.333 -0.54
N -0.760 2.211 -2.152 -1.21
S -1.654 2.310 -3.392 0.52
O -1.294 3.152 -4.516 -0.57
O -1.890 0.897 -3.673 -0.57
C -3.364 2.927 -2.584 0.65
F -3.562 2.578 -1.268 -0.15
F -3.382 4.270 -2.710 -0.22
F -4.387 2.353 -3.328 -0.25
C -2.016 -1.282 4.614 -0.46
C -0.685 -1.926 4.651 -0.12
O -0.449 -2.030 3.316 -0.33
C -1.144 -1.064 2.617 0.06
O -0.879 -0.703 1.469 0.11
O -2.156 -0.747 3.306 -0.34
H -2.195 -0.558 5.408 0.31
H -2.791 -2.047 4.678 0.35
H -0.727 -2.922 5.091 0.34
H 0.017 -1.309 5.212 -0.03
C -5.195 -1.862 -2.122 -0.28
C -5.196 -2.133 -0.632 -0.47
O -4.097 -1.446 -0.069 -0.33
C -3.423 -0.790 -1.035 -0.29
O -2.445 0.007 -0.822 0.64
O -3.942 -1.154 -2.202 -0.40
H -6.085 -1.397 -2.546 0.27
H -5.291 -2.855 -2.562 0.20
H -5.234 -3.219 -0.544 0.29
H -6.080 -1.807 -0.084 0.34
C -2.989 3.664 3.652 -0.36
C -4.059 2.901 2.922 -0.53
O -3.373 2.169 2.001 -0.18
C -2.090 2.562 1.882 0.16
O -1.313 2.293 0.969 0.00
O -1.833 3.355 2.895 -0.32
H -2.981 3.250 4.660 0.23
H -3.282 4.712 3.591 0.30
H -4.870 3.588 2.678 0.29
H -4.384 2.129 3.619 0.32
C 2.503 -5.740 -0.191 -1.44
C 3.052 -4.268 -0.053 0.35
C 3.323 -3.608 -1.403 -0.58
O 2.933 -2.266 -1.329 -0.15
C 2.145 -2.209 -0.256 -0.15
O 1.467 -1.198 -0.002 0.07
O 2.065 -3.440 0.326 -0.23
H 1.659 -5.819 -0.876 0.30
H 2.292 -6.098 0.816 0.37
H 3.275 -6.324 -0.693 0.43
H 3.937 -4.155 0.573 0.36
H 2.793 -4.176 -2.168 0.03
H 4.393 -3.714 -1.584 0.41
C -2.303 -4.388 -4.972 -1.46
C -1.316 -4.047 -3.849 0.61
C 0.194 -3.949 -4.020 -0.76
O 0.591 -2.972 -3.094 -0.23
C -0.383 -2.219 -2.833 -0.27
O -0.265 -1.229 -2.088 0.30
O -1.508 -2.694 -3.394 -0.19
H -2.469 -3.582 -5.687 0.33
H -3.281 -4.579 -4.529 0.36
H -2.003 -5.255 -5.560 0.38
H -1.625 -4.640 -2.989 0.21
H 0.569 -3.769 -5.028 0.30
H 0.741 -4.881 -3.876 0.39
C 0.486 1.630 5.503 -1.51
C 0.899 2.515 4.398 0.50
C 2.395 2.763 4.145 -0.56
O 2.573 2.320 2.840 -0.34
C 1.520 1.753 2.414 -0.37
O 1.444 1.115 1.352 0.22
O 0.535 1.884 3.239 0.25
H 0.657 2.157 6.441 0.47
H 1.045 0.694 5.507 0.36
H -0.592 1.469 5.487 0.17
H 0.338 3.417 4.643 0.24
H 3.106 2.136 4.682 0.33
H 2.538 3.838 4.247 0.34
C 5.723 2.573 0.747 -1.39
C 5.138 2.513 -0.628 0.46
C 5.556 1.302 -1.495 -0.54
O 4.350 0.695 -1.836 -0.31
C 3.282 1.343 -1.360 0.32
O 2.079 1.065 -1.551 -0.13
O 3.681 2.433 -0.672 -0.30
H 5.302 1.691 1.230 0.32
H 5.393 3.440 1.319 0.31
H 6.810 2.616 0.825 0.39
H 5.509 3.404 -1.134 0.25
H 6.281 0.618 -1.054 0.32
H 6.052 1.757 -2.352 0.31
```

The charge is +1. The value obtained for the LUMO energy is -1.738 eV. The gap between HOMO and LUMO comes out at 0.358 Ha. The energy above the lowest of the compared OMol25 structures with the same formula, charge and spin is 441.9 kJ/mol. The spin multiplicity is 1.

[4]
DFT (ωB97M-V with the def2-TZVPD basis set) results for C34H52N4PSSc as an isolated structure at a distorted geometry.

```
93
Properties=species:S:1:pos:R:3:mulliken_charge:R:1
Sc 0.215 0.769 0.261 -0.99
C 3.376 1.212 2.118 -1.36
C 3.908 0.061 1.255 0.50
C 4.690 -0.930 2.111 -1.65
P 2.461 -0.659 0.331 0.88
C 3.105 -1.371 -1.261 0.56
C 1.984 -2.209 -1.884 -1.24
C 4.423 -2.138 -1.209 -1.51
C 1.775 -2.015 1.327 -0.15
C 2.480 -3.193 1.580 0.00
C 1.954 -4.220 2.345 0.30
C 2.733 -5.476 2.622 -1.73
C 0.676 -4.033 2.871 -1.00
C -0.048 -2.885 2.628 -0.48
C 0.469 -1.846 1.837 -0.37
N -0.277 -0.700 1.541 1.65
C -1.570 -0.583 2.151 -1.20
C -1.697 -0.056 3.446 1.45
C -0.471 0.364 4.213 -1.21
C -2.958 0.025 4.017 -1.01
C -4.096 -0.415 3.352 0.54
C -5.456 -0.301 3.979 -1.58
C -3.946 -0.967 2.084 -1.01
C -2.704 -1.069 1.475 1.41
C -2.567 -1.734 0.128 -1.25
H 4.198 1.708 2.635 0.53
H 2.687 0.827 2.877 0.20
H 2.864 1.961 1.510 0.24
H 4.564 0.472 0.481 0.71
H 4.060 -1.350 2.894 0.34
H 5.518 -0.403 2.588 0.52
H 5.113 -1.746 1.526 0.31
H 3.267 -0.476 -1.874 0.57
H 1.824 -3.118 -1.302 0.23
H 2.241 -2.498 -2.904 0.53
H 1.043 -1.654 -1.914 0.02
H 4.311 -3.100 -0.712 0.26
H 5.210 -1.568 -0.716 0.39
H 4.747 -2.336 -2.231 0.49
H 3.475 -3.309 1.175 0.13
H 3.542 -5.610 1.906 0.37
H 2.085 -6.351 2.579 0.41
H 3.173 -5.442 3.621 0.33
H 0.237 -4.808 3.487 0.47
H -1.042 -2.779 3.043 0.45
H 0.222 0.923 3.583 -0.03
H 0.060 -0.520 4.576 0.32
H -0.739 0.976 5.072 0.47
H -3.052 0.429 5.019 0.46
H -5.400 -0.405 5.062 0.40
H -6.130 -1.061 3.586 0.39
H -5.897 0.675 3.765 0.30
H -4.819 -1.352 1.569 0.45
H -3.472 -2.296 -0.107 0.56
H -1.719 -2.420 0.113 0.29
H -2.411 -0.981 -0.646 -0.23
C -2.365 4.121 -1.637 -0.75
N -1.273 4.547 -2.554 0.05
C -1.662 4.345 -3.970 -0.77
C 0.052 3.868 -2.253 -0.82
C 0.466 4.079 -0.821 0.95
C 0.876 5.379 -0.533 -0.54
C 1.203 5.758 0.756 -0.85
C 1.113 4.813 1.759 -0.89
C 0.726 3.517 1.456 0.03
C 0.395 3.056 0.161 0.33
H -3.292 4.612 -1.926 0.40
H -2.114 4.389 -0.616 0.32
H -2.481 3.043 -1.713 0.25
H -1.123 5.546 -2.400 0.43
H -1.783 3.277 -4.141 0.29
H -0.886 4.733 -4.627 0.36
H -2.599 4.856 -4.177 0.36
H 0.777 4.313 -2.935 0.53
H -0.059 2.821 -2.497 -0.15
H 0.944 6.110 -1.335 0.41
H 1.523 6.769 0.969 0.40
H 1.356 5.081 2.779 0.47
H 0.687 2.826 2.299 0.40
C -1.747 -0.990 -6.262 -1.05
N -1.134 -0.518 -5.020 -0.24
C -1.546 -0.675 -3.765 0.79
S -0.862 0.363 -2.575 -0.51
N -2.456 -1.571 -3.410 0.02
C -2.949 -2.715 -4.178 -1.11
H -1.453 -0.311 -7.058 0.37
H -2.831 -0.971 -6.188 0.35
H -1.417 -1.991 -6.534 0.34
H -0.340 0.092 -5.113 0.26
H -2.736 -1.530 -2.444 0.08
H -3.823 -2.460 -4.775 0.35
H -3.233 -3.493 -3.474 0.32
H -2.169 -3.109 -4.823 0.42
```

The charge is +2. The value obtained for the LUMO energy is -5.093 eV. The gap between HOMO and LUMO comes out at 0.262 Ha. The energy above the lowest of the compared OMol25 structures with the same formula, charge and spin is 63.2 kJ/mol. The spin multiplicity is 1.

[5]
DFT (ωB97M-V with the def2-TZVPD basis set) results for a 2-piece molecular cluster, C2H4N2 overall at a distorted geometry.

```
8
Properties=species:S:1:pos:R:3:mulliken_charge:R:1
C -0.596 -0.683 0.868 -0.63
C 0.504 -0.258 0.315 -0.17
N 0.524 1.441 -2.037 -0.27
N -0.277 0.580 -1.701 -0.11
H -0.787 -1.165 1.787 0.31
H -1.581 -0.435 0.260 0.20
H 1.506 0.104 0.083 0.43
H 0.216 2.165 -2.768 0.24
```

The value obtained for the LUMO energy (alpha / beta) is 0.461 / 0.691 eV. The gap between HOMO and LUMO (alpha / beta) comes out at 0.297 / 0.332 Ha. The energy above the lowest of the compared OMol25 structures with the same formula, charge and spin is 525.2 kJ/mol. The spin multiplicity is 1.